Density functional theory data (ωB97M-V with the def2-TZVPD basis set) for a molecular structure, C76H68Cl7Ge2N6O2S4Ti.

Geometry as ORCA input:
```
! wB97M-V def2-TZVPD RIJCOSX def2/J DEFGRID3
* xyz -2 2
Ti -0.92781 -1.55563 1.83789
C -3.07129 4.22729 5.59117
C -2.88310 2.84726 5.01932
C -3.93234 1.94181 4.91850
C -3.76355 0.71497 4.30899
C -2.53309 0.30011 3.75910
N -2.39678 -0.86351 3.02955
C -3.63021 -1.44035 2.59761
C -4.43542 -0.69652 1.73687
C -5.63896 -1.17677 1.26015
C -6.07666 -2.44759 1.62033
C -7.35997 -3.01669 1.07911
C -5.27888 -3.18973 2.47866
C -4.07787 -2.69498 2.98451
N -3.33939 -3.49511 3.89769
C -3.38423 -4.84697 4.02624
C -2.51847 -5.18355 5.03243
C -1.99588 -3.94807 5.46850
N -2.49445 -2.93966 4.78308
C -1.44766 1.15332 4.03235
C -1.64271 2.41360 4.58269
N -0.09967 0.75388 3.81902
C 0.93455 1.15261 4.59061
C 2.08366 0.62773 4.05843
C 1.65191 -0.11224 2.95531
N 0.33899 -0.02878 2.80768
H -4.11114 4.54670 5.50167
H -2.80323 4.26946 6.65068
H -2.44974 4.95582 5.06762
H -4.91046 2.20905 5.30602
H -4.60500 0.04188 4.24018
H -4.07641 0.27946 1.42767
H -6.22011 -0.57699 0.56923
H -7.91870 -2.25379 0.53765
H -7.15482 -3.83295 0.38336
H -7.99410 -3.40404 1.87876
H -5.61445 -4.17350 2.77021
H -3.95979 -5.47288 3.37273
H -2.29355 -6.17257 5.38952
H -1.26329 -3.75333 6.23466
H -0.78898 3.07597 4.65965
H 0.77228 1.75065 5.46844
H 3.09076 0.74581 4.41722
H 2.23323 -0.70488 2.26910
C 5.85389 2.39453 3.25305
C 5.51870 1.41846 2.15616
C 5.51098 1.80980 0.82615
C 5.19700 0.91727 -0.19370
C 5.23761 1.37071 -1.63043
C 4.85434 -0.39901 0.13527
C 4.88150 -0.82189 1.46890
C 4.59710 -2.25231 1.83581
C 5.21493 0.09628 2.45663
C 4.64077 -1.39675 -0.95849
C 5.73666 -2.20076 -1.27218
C 5.65797 -3.14962 -2.27769
C 4.47503 -3.27458 -2.98826
C 3.37285 -2.47355 -2.69324
C 3.44685 -1.52772 -1.66591
Ge 1.77008 -0.71444 -0.98725
S 1.11854 -2.21156 0.44381
S 2.03577 1.37621 -0.15594
Ge -0.12912 1.55296 -0.84111
S -1.46785 1.06951 0.75867
S 0.15647 -0.05863 -2.41100
C -0.51409 3.36301 -1.63111
C -1.69668 4.06271 -1.30912
C -1.90862 5.35622 -1.79216
C -0.97755 5.99129 -2.59067
C 0.17273 5.30743 -2.92761
C 0.40819 4.01010 -2.46672
C 1.69376 3.44541 -2.99556
C 1.69987 2.81161 -4.23860
C 0.42687 2.44662 -4.95404
C 2.92192 2.53060 -4.84558
C 4.12777 2.88221 -4.26617
C 5.44056 2.55493 -4.92724
C 4.09832 3.54005 -3.04208
C 2.90519 3.81858 -2.39336
C 2.93168 4.50376 -1.05356
C -2.85940 3.56720 -0.50455
C -3.86264 2.84225 -1.14461
C -3.67427 2.36301 -2.55781
C -5.03730 2.55931 -0.45546
C -5.22943 2.97699 0.85203
C -6.49729 2.66285 1.60089
C -4.20801 3.68701 1.47505
C -3.02887 3.99424 0.81485
C -1.92098 4.70294 1.54365
C 2.19042 -2.62876 -3.59031
C 2.05719 -1.73424 -4.65349
C 2.99421 -0.56852 -4.79703
C 1.07683 -1.95993 -5.61030
C 0.22941 -3.05580 -5.53468
C -0.81827 -3.29468 -6.58553
C 0.36646 -3.91804 -4.45757
C 1.33765 -3.72978 -3.48522
C 1.45558 -4.70381 -2.34371
H 6.31719 3.29475 2.84856
H 6.53944 1.95126 3.97725
H 4.95336 2.69702 3.79265
H 5.76088 2.83454 0.57054
H 5.84311 2.27314 -1.73278
H 4.22676 1.59917 -1.98279
H 5.64327 0.59620 -2.28131
H 3.69488 -2.61802 1.34265
H 4.46430 -2.35564 2.91112
H 5.42032 -2.90251 1.52730
H 5.24067 -0.23723 3.48966
H 6.65398 -2.06873 -0.70912
H 6.51151 -3.77319 -2.51534
H 4.39067 -3.99220 -3.79677
H -2.83394 5.85516 -1.52714
H -1.15148 6.99822 -2.95191
H 0.91575 5.76548 -3.57055
H -0.36397 3.17375 -4.76948
H 0.06647 1.47521 -4.60659
H 0.59850 2.38053 -6.02907
H 2.92156 2.03376 -5.80867
H 5.28879 2.18496 -5.94123
H 5.97187 1.78383 -4.36443
H 6.08720 3.43352 -4.97397
H 5.03217 3.84383 -2.57785
H 3.91233 4.94217 -0.86545
H 2.72695 3.77530 -0.26500
H 2.17529 5.28557 -0.98131
H -3.42375 3.19012 -3.22596
H -4.57396 1.87160 -2.92653
H -2.85663 1.63882 -2.61598
H -5.81421 1.98789 -0.95521
H -7.24565 2.21930 0.94320
H -6.92237 3.56647 2.04367
H -6.29828 1.95679 2.41048
H -4.32958 3.99549 2.50664
H -2.28633 5.13522 2.47536
H -1.47074 5.49086 0.93809
H -1.13657 3.97844 1.78324
H 4.03823 -0.88668 -4.73753
H 2.83164 0.16993 -4.00775
H 2.83425 -0.07471 -5.75276
H 0.97635 -1.26498 -6.43884
H -0.52592 -2.85120 -7.53895
H -1.76521 -2.84914 -6.26921
H -0.99121 -4.36123 -6.73208
H -0.30347 -4.76443 -4.37150
H 0.76956 -5.53793 -2.48251
H 1.20751 -4.21330 -1.39793
H 2.47031 -5.09549 -2.24835
Cl 0.24429 -8.12999 1.66174
C 0.24491 -6.46496 2.13716
C 1.24044 -5.97309 2.96368
Cl 2.51826 -7.00615 3.51226
C 1.21556 -4.63091 3.36046
Cl 2.41046 -3.98921 4.43947
C 0.21882 -3.78300 2.91863
O 0.08922 -2.50010 3.18093
C -0.77124 -4.27992 2.04262
O -1.62748 -3.35824 1.63951
C -0.77100 -5.61350 1.68416
Cl -2.03023 -6.18177 0.64779
Cl -4.56881 -3.81838 -0.95708
C -3.86414 -2.30576 -1.42176
Cl -4.99999 -1.04355 -1.77259
Cl -3.17076 -2.84583 -3.72231
C -2.74078 -1.93328 -0.68462
N -1.82389 -1.61209 -0.05072
*
```

Computed properties:
HOMO-LUMO gap (spin up / spin down)   6.308 / 6.597 eV
Relative energy (zero: lowest compared OMol25 entry of this formula, charge and spin)   0.0 kcal/mol
Strongest force on any atom   1.20 eV/A
Highest occupied orbital energy (spin up / spin down)   -2.6 / -3.0 eV
Molecular weight   1666.9 g mol⁻¹